A single C4H7NO2 molecule, computed with the ωB97M-V functional and the def2-TZVPD basis.

## Properties
E_HOMO, Eh: -0.3397
Orbital gap, eV: 9.35
LUMO energy, eV: 0.106
Electronic energy, a.u.: -361.6892

Atoms and positions in Å:
1 O -1.17776 -0.58190 1.49372
2 C -1.31604 -0.14120 0.16740
3 C 0.56835 1.96919 0.41845
4 O 1.13469 0.87901 0.90722
5 C 1.67470 -0.03874 -0.04336
6 N 1.02156 -0.80964 -0.76934
7 C -0.43175 -0.93674 -0.81155
8 H -0.29182 -0.31521 1.77334
9 H -2.36238 -0.30358 -0.10179
10 H 0.90414 1.94488 -0.64781
11 H -1.15652 0.95108 0.12789
12 H 2.75477 0.01004 -0.03272
13 H -0.71336 -0.71052 -1.84664
14 H -0.62098 -2.00797 -0.66843


A 2-piece molecular cluster, C3H9BrOSSi overall, computed with the ωB97M-V functional and the def2-TZVPD basis.

## Properties
Spin multiplicity: 3
E_HOMO (spin up / spin down), Eh: -0.2128 / -0.3902
Orbital gap (spin up / spin down), eV: 4.74 / 8.52
Expectation value of S²: 2.0078
LUMO energy (spin up / spin down), eV: -1.049 / -2.099
Electronic energy, a.u.: -3456.5078

Atoms and positions in Å:
1 C -1.48696 0.80116 -1.43554
2 C -0.56792 0.57477 1.69279
3 C 0.12890 -1.88167 -0.34253
4 O 2.47111 1.46673 1.18042
5 Si -0.40697 -0.10190 -0.05709
6 S 2.37814 1.35047 -0.29671
7 Br 3.40810 -0.68152 -0.76957
8 H -2.36243 1.22195 -1.12837
9 H -0.89285 1.71476 -1.73283
10 H -1.83799 0.10586 -2.28997
11 H -1.04887 1.52116 1.83067
12 H -1.02576 0.01466 2.45908
13 H 0.51804 0.71524 1.97571
14 H 0.10859 -2.13571 -1.39953
15 H 1.12090 -1.91168 0.17071
16 H -0.50406 -2.77426 0.14278


A 6-piece molecular cluster, C20H38Cl10NOP overall, computed with the ωB97M-V functional and the def2-TZVPD basis.

## Properties
E_HOMO, Eh: -0.2840
Orbital gap, eV: 8.18
LUMO energy, eV: 0.451
Electronic energy, a.u.: -5857.9956
SMILES: COCCCC[PH3]c1ccccn1.ClCCCl.ClCCCl.ClCCCl.ClCCCl.ClCCCl

Atoms and positions in Å:
1 C -3.80598 -4.26022 1.19706
2 O -5.18733 -4.17192 0.88023
3 C -5.60392 -2.83685 0.58659
4 C -5.71672 -2.03623 1.87946
5 C -6.23754 -0.59907 1.68444
6 C -5.24357 0.42718 1.06314
7 P -3.39981 0.02580 1.24677
8 C -1.52717 -0.43505 1.43693
9 C -0.87769 -0.94204 0.33390
10 C 0.47905 -1.25177 0.39640
11 C 1.06158 -0.99530 1.64016
12 C 0.28940 -0.51985 2.68043
13 N -1.01935 -0.21650 2.65305
14 H -3.71841 -4.56982 2.24369
15 H -3.32389 -3.27656 1.13671
16 H -3.26704 -4.94247 0.53718
17 H -4.88652 -2.41109 -0.12662
18 H -6.56458 -2.93727 0.07767
19 H -4.80863 -2.09596 2.48097
20 H -6.47230 -2.56444 2.47419
21 H -6.67057 -0.23256 2.61565
22 H -7.08001 -0.68488 0.98624
23 H -5.38340 1.37061 1.60541
24 H -5.43339 0.60962 0.00032
25 H -3.54518 -0.31806 2.62350
26 H -3.45485 -0.86994 0.13061
27 H -3.00922 1.36339 0.96596
28 H -1.42861 -1.09630 -0.59061
29 H 0.99782 -1.63567 -0.47413
30 H 2.11899 -1.17142 1.79585
31 H 0.79315 -0.36668 3.64727
32 Cl -0.39662 2.15520 0.57713
33 C -0.16399 3.61739 -0.41049
34 C -1.21808 4.66134 -0.14576
35 Cl -2.82937 4.15315 -0.72383
36 H -0.15700 3.31759 -1.45494
37 H 0.81886 4.01699 -0.16143
38 H -0.96639 5.57890 -0.67634
39 H -1.29972 4.88919 0.91432
40 Cl 2.66178 -0.58996 4.58786
41 C 3.43399 -0.04579 6.10143
42 C 3.26018 1.43504 6.32319
43 Cl 4.17950 2.40363 5.14317
44 H 4.48509 -0.32262 6.06495
45 H 2.96244 -0.59714 6.91356
46 H 3.63091 1.70315 7.31130
47 H 2.21495 1.72724 6.25592
48 Cl 1.87693 3.21770 -4.60468
49 C 0.45288 3.59560 -5.61009
50 C -0.71702 4.05827 -4.77949
51 Cl -1.38407 2.74856 -3.77398
52 H 0.20456 2.71023 -6.18991
53 H 0.75010 4.38546 -6.29832
54 H -1.52065 4.39917 -5.43028
55 H -0.43694 4.87827 -4.12175
56 Cl 2.42455 -3.12919 -0.23536
57 C 3.47159 -4.34099 -1.02150
58 C 4.76486 -3.73375 -1.50166
59 Cl 4.49708 -2.60514 -2.85598
60 H 2.91362 -4.78827 -1.84044
61 H 3.67718 -5.11564 -0.28368
62 H 5.43086 -4.51494 -1.86452
63 H 5.27208 -3.19294 -0.70641
64 Cl 7.99338 -0.07246 -3.82726
65 C 6.74383 1.18971 -3.97741
66 C 5.51928 0.69716 -4.70494
67 Cl 5.84071 0.38130 -6.42983
68 H 7.18861 2.04480 -4.48070
69 H 6.47170 1.48844 -2.96609
70 H 4.73736 1.45449 -4.66283
71 H 5.13667 -0.21782 -4.26137


C32H41GeSb2TeTi as an isolated structure, computed with the ωB97M-V functional and the def2-TZVPD basis.

## Properties
E_HOMO (spin up / spin down), Eh: -0.5854 / -0.5866
Orbital gap (spin up / spin down), eV: 5.87 / 5.78
Total charge: +3
LUMO energy (spin up / spin down), eV: -10.054 / -10.185
Electronic energy, a.u.: -4917.8153

Atoms and positions in Å:
1 Ti -0.18347 0.13325 1.53450
2 C -0.94602 -1.91270 -1.98738
3 Sb -0.90095 -2.23060 0.10201
4 C -2.70531 -3.27754 0.49309
5 C 0.56421 -3.78917 0.34524
6 C 1.51615 -3.82846 -0.81512
7 C 1.21676 -4.63685 -1.90956
8 C 2.05342 -4.68742 -3.01303
9 C 3.21290 -3.92559 -3.03324
10 C 3.52854 -3.12863 -1.94514
11 C 2.69510 -3.06601 -0.82915
12 C 3.11550 -2.21660 0.33134
13 Sb 2.34985 -0.21342 0.30510
14 C 3.75060 0.80262 1.53848
15 C 2.87649 0.40703 -1.64168
16 H -0.92793 -2.87119 -2.50304
17 H -0.07200 -1.33703 -2.29312
18 H -1.85966 -1.37233 -2.23064
19 H -2.76086 -4.10472 -0.21394
20 H -3.57281 -2.63666 0.35538
21 H -2.69496 -3.67835 1.50550
22 H -0.00392 -4.71711 0.41696
23 H 1.07593 -3.64686 1.29545
24 H 0.32794 -5.25784 -1.88872
25 H 1.81075 -5.33319 -3.84592
26 H 3.88176 -3.97061 -3.88175
27 H 4.45778 -2.57010 -1.95081
28 H 4.19452 -2.05078 0.28544
29 H 2.91249 -2.66075 1.30579
30 H 4.74934 0.46090 1.26804
31 H 3.57704 0.58720 2.59153
32 H 3.69802 1.87791 1.37060
33 H 3.94281 0.21404 -1.75945
34 H 2.67433 1.46560 -1.78272
35 H 2.32808 -0.18048 -2.37561
36 C 1.69744 3.87606 -3.44973
37 C 1.63888 4.26543 -2.11541
38 C 0.84550 3.56046 -1.22642
39 C 0.08811 2.47239 -1.66998
40 C 0.14874 2.08989 -3.01287
41 C 0.95426 2.78988 -3.89707
42 Ge -0.98340 1.44634 -0.45854
43 C -2.79829 1.05568 -0.94157
44 C -3.32468 1.60876 -2.11250
45 C -4.64048 1.35498 -2.47476
46 C -5.44189 0.55734 -1.66999
47 C -4.93308 0.01454 -0.49256
48 C -3.62018 0.26229 -0.13553
49 C -0.95280 2.13046 1.52562
50 C -2.18138 2.68370 1.91117
51 C -2.24267 3.58355 2.97074
52 C -1.09373 3.92314 3.66732
53 C 0.14004 3.38175 3.30546
54 C 0.21540 2.50264 2.23782
55 H 2.31745 4.42649 -4.14476
56 H 2.20537 5.12267 -1.77727
57 H 0.79522 3.88448 -0.19186
58 H -0.42375 1.24571 -3.38219
59 H 0.99836 2.49605 -4.93711
60 H -2.72311 2.25359 -2.74135
61 H -5.04152 1.78850 -3.38083
62 H -6.46895 0.36645 -1.95092
63 H -5.56879 -0.58955 0.14169
64 H -3.24820 -0.16332 0.79641
65 H -3.08950 2.41570 1.38566
66 H -3.19603 4.00939 3.25472
67 H -1.15091 4.61624 4.49663
68 H 1.03711 3.67905 3.83376
69 H 1.20769 2.15027 1.93024
70 C 1.25205 -0.10397 5.08874
71 Te 0.53035 -1.55914 3.69789
72 C -1.47237 -0.75129 3.67599
73 H 0.78608 -0.30247 6.05022
74 H 1.02328 0.90026 4.74277
75 H 2.32744 -0.24659 5.17093
76 H -1.49898 0.32700 3.44713
77 H -1.87662 -0.85162 4.68198
78 H -2.11988 -1.32077 3.00591


A single C6H9N molecule, computed with the ωB97M-V functional and the def2-TZVPD basis.

## Properties
E_HOMO, Eh: -0.2687
Orbital gap, eV: 8.38
LUMO energy, eV: 1.066
Electronic energy, a.u.: -288.7216
SMILES: C=C1NC=C[C@H]1C

Atoms and positions in Å:
1 C 1.89479 0.87301 0.10549
2 C 0.92634 -0.04567 0.03172
3 N 1.02757 -1.39529 -0.31210
4 C -0.22083 -2.02506 -0.29735
5 C -1.19586 -1.13382 -0.08906
6 C -0.55562 0.23288 -0.10185
7 C -1.22577 1.44521 0.52459
8 H 1.65620 1.88026 0.43546
9 H 2.90020 0.66264 -0.23941
10 H 1.90438 -1.86689 -0.43757
11 H -0.28477 -3.09692 -0.46142
12 H -2.25332 -1.34154 0.01587
13 H -0.35310 0.51371 -1.15186
14 H -2.31084 1.38498 0.37508
15 H -0.87148 2.34391 0.00892
16 H -1.03788 1.56859 1.59347


A single C5H11N3OS molecule, computed with the ωB97M-V functional and the def2-TZVPD basis.

## Properties
E_HOMO, Eh: -0.2987
Orbital gap, eV: 8.68
LUMO energy, eV: 0.547
Electronic energy, a.u.: -834.7353
SMILES: OCCN1CNC(=S)NC1

Atoms and positions in Å:
1 O -1.79216 1.76248 -1.19772
2 C -2.16674 1.53674 0.14394
3 C -0.91270 0.87385 0.70249
4 N -0.34478 -0.31547 -0.07581
5 C -0.12085 -1.54119 0.59132
6 N 1.31650 -1.41817 0.99914
7 C 2.17931 -0.62558 0.30199
8 S 3.68369 -0.64520 0.85533
9 N 1.84420 -0.32838 -0.99737
10 C 0.48481 -0.08763 -1.27981
11 H -1.30633 1.00268 -1.55482
12 H -2.26084 2.61955 0.49203
13 H -3.05073 0.99840 0.47198
14 H -0.08875 1.59983 0.87996
15 H -1.11102 0.43153 1.69255
16 H -0.80514 -1.61821 1.41505
17 H -0.41932 -2.47999 -0.02828
18 H 1.66303 -1.72410 1.87815
19 H 2.61868 -0.36693 -1.71011
20 H 0.47986 1.00717 -1.44969
21 H 0.10929 -0.68137 -2.13030